Record 1
Below is C38H41GeMnN4O3S as an isolated structure, with properties calculated with ωB97M-V/def2-TZVPD.

The geometry in XYZ format:
```
89
Properties=species:S:1:pos:R:3:forces:R:3
Mn 1.320 -1.726 -0.248 0.2 0.1 -0.2
C 2.533 -5.731 -0.380 0.0 0.0 0.0
C 2.700 -4.245 -0.470 0.0 0.0 0.0
O 1.616 -3.566 -0.250 -0.1 -0.1 0.0
C 3.924 -3.681 -0.733 0.0 0.0 0.0
C 4.171 -2.292 -0.801 0.1 0.0 0.0
C 5.560 -1.814 -1.091 0.0 0.0 0.0
N 3.215 -1.409 -0.626 -0.1 0.0 0.1
N 3.566 -0.055 -0.713 0.0 0.0 0.0
C 2.504 0.668 -0.627 0.0 0.0 0.0
O 1.296 0.137 -0.479 0.0 0.0 0.0
C 2.582 2.144 -0.643 0.0 0.0 0.0
C 3.730 2.791 -1.095 0.0 0.0 0.0
C 3.788 4.174 -1.084 0.0 0.0 0.0
C 2.710 4.915 -0.617 0.0 0.0 0.0
C 1.570 4.272 -0.157 0.0 0.0 0.0
C 1.504 2.887 -0.170 0.0 0.0 0.0
H 1.496 -6.001 -0.564 0.0 0.0 0.0
H 2.799 -6.064 0.625 0.0 0.0 0.0
H 3.182 -6.243 -1.088 0.0 0.0 0.0
H 4.758 -4.345 -0.904 0.0 0.0 0.0
H 6.242 -2.654 -1.185 0.0 0.0 0.0
H 5.898 -1.146 -0.299 0.0 0.0 0.0
H 5.567 -1.229 -2.011 0.0 0.0 0.0
H 4.563 2.203 -1.454 0.0 0.0 0.0
H 4.676 4.678 -1.442 0.0 0.0 0.0
H 2.762 5.996 -0.611 0.0 0.0 0.0
H 0.730 4.843 0.218 0.0 0.0 0.0
H 0.623 2.378 0.197 0.0 0.0 0.0
C -1.506 3.030 -2.854 0.0 0.0 0.0
Ge -1.799 1.589 -1.553 0.0 0.0 0.0
C -3.341 0.519 -2.085 0.0 0.0 0.0
C -3.530 0.236 -3.440 0.0 0.0 0.0
C -4.611 -0.518 -3.870 0.0 0.0 0.0
C -5.518 -1.017 -2.945 0.0 0.0 0.0
C -5.345 -0.747 -1.594 0.0 0.0 0.0
C -4.267 0.016 -1.168 0.1 0.0 0.0
C -2.035 2.357 0.237 0.0 0.0 0.0
C -2.194 3.716 0.347 0.0 0.0 0.0
C -2.400 4.343 1.597 0.0 0.0 0.0
C -2.461 3.596 2.735 0.0 0.0 0.0
C -2.306 2.188 2.679 0.0 0.0 0.0
C -2.408 1.392 3.847 0.0 0.0 0.0
C -2.270 0.035 3.784 0.0 0.0 0.0
C -1.987 -0.587 2.549 0.0 0.0 0.0
C -1.876 0.159 1.410 0.0 0.0 -0.1
C -2.063 1.565 1.429 0.0 0.0 0.0
H -2.460 3.479 -3.134 0.0 0.0 0.0
H -1.026 2.650 -3.755 0.0 0.0 0.0
H -0.855 3.791 -2.426 0.0 0.0 0.0
H -2.833 0.625 -4.176 0.0 0.0 0.0
H -4.752 -0.710 -4.927 0.0 0.0 0.0
H -6.367 -1.601 -3.278 0.0 0.0 0.0
H -6.061 -1.118 -0.872 0.0 0.0 0.0
H -4.161 0.235 -0.112 0.0 0.0 0.0
H -2.180 4.338 -0.541 0.0 0.0 0.0
H -2.527 5.417 1.641 0.0 0.0 0.0
H -2.639 4.065 3.695 0.0 0.0 0.0
H -2.616 1.881 4.791 0.0 0.0 0.0
H -2.380 -0.567 4.677 0.0 0.0 0.0
H -1.854 -1.661 2.512 0.0 0.0 0.0
H -1.647 -0.319 0.465 0.0 0.0 0.0
O 1.050 -1.603 1.802 0.0 -0.1 -0.1
S 2.179 -1.422 2.824 -0.1 0.0 0.0
C 2.542 0.342 2.822 0.0 0.0 0.0
C 1.361 0.997 3.519 0.0 0.0 0.0
C 1.163 0.172 4.788 0.0 0.0 0.0
C 1.259 -1.307 4.392 0.0 0.0 0.0
H 2.717 0.642 1.792 0.0 0.0 0.0
H 3.474 0.457 3.384 0.0 0.0 0.0
H 0.479 0.948 2.876 0.0 0.0 0.0
H 1.564 2.045 3.739 0.0 0.0 0.0
H 0.205 0.375 5.264 0.0 0.0 0.0
H 1.950 0.409 5.507 0.0 0.0 0.0
H 0.294 -1.743 4.136 0.0 0.0 0.0
H 1.750 -1.935 5.133 0.0 0.0 0.0
N 0.407 -1.095 -3.110 0.0 0.0 0.1
C -0.570 -1.863 -2.535 0.0 0.1 0.1
C -1.573 -2.488 -3.283 -0.1 0.0 0.0
C -2.540 -3.209 -2.629 0.0 0.0 -0.1
C -2.509 -3.320 -1.237 0.0 0.0 0.0
C -1.469 -2.727 -0.575 0.0 -0.1 0.0
N -0.508 -2.019 -1.202 0.0 -0.1 0.1
H 0.296 -0.883 -4.088 0.0 0.0 0.0
H 0.732 -0.323 -2.539 0.0 0.0 0.0
H -1.593 -2.365 -4.357 0.0 0.0 0.0
H -3.336 -3.676 -3.193 0.0 0.0 0.0
H -3.269 -3.861 -0.694 0.0 0.0 0.0
H -1.361 -2.808 0.500 0.0 0.0 0.0
```
Positions in Å, forces in eV/Å.

Results
Energy relative to the best compared isomer or geometry (same formula, charge and spin), eV: 0.000
Total charge: +1
Molecular weight, g mol⁻¹: 761.39
Maximum force, hartree/bohr: 0.0058
HOMO energy (spin up / spin down), eV: -9.1 / -10.5
Multiplicity: 6
<S²>: 8.8029

***

Record 2
Below is C38H42Br2N5O3PtS as an isolated structure, with properties calculated with ωB97M-V/def2-TZVPD.

The geometry in XYZ format:
```
92
Properties=species:S:1:pos:R:3:forces:R:3
Pt -0.881 0.599 -0.898 0.1 0.1 0.0
O -0.226 0.810 1.766 0.0 -0.1 0.1
C 0.924 0.355 2.343 -0.3 0.1 0.2
C 1.933 -0.369 0.729 0.5 -0.1 -0.4
O 3.042 -0.573 1.081 0.0 -0.1 0.2
O 1.180 -0.421 -0.216 -0.2 0.0 0.0
C 0.731 -0.929 3.054 0.1 0.1 -0.1
C -0.560 -1.432 3.236 -0.1 -0.2 0.0
C -0.756 -2.580 3.993 0.0 0.0 0.0
C 0.330 -3.236 4.559 0.0 0.0 0.0
C 1.617 -2.736 4.383 0.0 0.1 -0.1
C 1.817 -1.584 3.641 0.1 -0.1 0.0
C 1.697 1.457 3.005 0.0 0.0 0.0
C 0.911 2.246 3.857 0.1 0.1 0.0
C 1.471 3.300 4.558 0.0 0.0 0.0
C 2.824 3.577 4.423 0.0 0.0 0.0
C 3.607 2.793 3.590 0.0 0.0 0.0
C 3.056 1.733 2.881 0.0 0.0 0.1
H -0.167 1.777 1.662 0.0 0.0 0.0
H -1.412 -0.896 2.844 0.0 0.0 0.0
H -1.759 -2.942 4.174 0.0 0.0 0.0
H 0.173 -4.115 5.170 0.0 0.0 0.0
H 2.460 -3.226 4.850 0.0 0.0 0.0
H 2.815 -1.185 3.524 0.0 0.0 0.0
H -0.136 2.010 4.006 0.0 0.0 0.0
H 0.855 3.890 5.221 0.0 0.0 0.0
H 3.269 4.391 4.978 0.0 0.0 0.0
H 4.665 2.994 3.498 0.0 0.0 0.0
H 3.697 1.132 2.260 0.0 -0.1 -0.1
Br -1.881 0.367 -7.575 0.0 0.0 -0.1
C -1.588 0.275 -5.744 0.0 0.0 0.2
C -0.344 -0.102 -5.242 -0.1 0.0 0.0
C -0.176 -0.133 -3.874 0.0 0.0 0.0
N -1.157 0.164 -3.017 -0.1 0.2 0.0
C -2.370 0.499 -3.494 -0.1 0.0 0.0
C -2.616 0.577 -4.855 0.2 -0.1 0.0
C -3.427 0.748 -2.476 0.1 0.0 -0.1
C -4.753 0.950 -2.813 0.0 0.0 0.2
C -5.688 1.132 -1.796 0.2 0.0 0.1
Br -7.475 1.416 -2.210 -0.1 0.0 0.0
C -5.264 1.083 -0.472 0.0 0.0 -0.1
C -3.923 0.871 -0.223 0.0 0.0 0.0
N -3.021 0.715 -1.194 -0.2 -0.1 -0.1
H 0.474 -0.359 -5.897 0.0 0.0 -0.1
H 0.774 -0.412 -3.433 0.0 0.0 0.0
H -3.581 0.867 -5.236 0.0 0.0 0.0
H -5.080 0.962 -3.840 0.0 0.0 0.0
H -5.956 1.204 0.347 0.0 0.0 0.0
H -3.549 0.820 0.791 0.0 0.0 0.0
C 2.915 4.752 -2.018 -0.1 -0.2 0.0
N 2.457 3.336 -2.178 0.0 0.0 -0.1
C 2.868 2.511 -1.009 -0.1 0.1 -0.1
C 0.972 3.177 -2.513 0.2 0.0 -0.1
C 0.049 3.598 -1.410 -0.1 0.0 0.0
C -0.148 4.971 -1.224 0.0 0.0 0.0
C -0.953 5.465 -0.215 0.0 -0.1 0.0
C -1.607 4.563 0.610 0.0 0.2 -0.1
C -1.476 3.202 0.381 0.0 -0.2 0.0
C -0.656 2.669 -0.624 0.0 0.3 0.0
H 3.995 4.737 -1.897 0.0 0.1 0.0
H 2.440 5.166 -1.134 0.1 0.0 0.0
H 2.637 5.311 -2.908 0.0 0.1 0.0
H 2.953 2.969 -2.992 0.0 0.0 0.0
H 2.385 2.916 -0.122 0.0 0.0 0.0
H 3.950 2.564 -0.920 0.0 0.0 0.1
H 2.541 1.492 -1.193 0.0 -0.1 0.1
H 0.859 2.119 -2.754 -0.1 0.1 0.0
H 0.838 3.766 -3.422 -0.1 0.0 0.0
H 0.322 5.672 -1.902 0.0 0.0 0.0
H -1.087 6.529 -0.092 0.0 0.0 0.0
H -2.253 4.920 1.402 0.0 0.0 0.0
H -2.078 2.540 0.996 0.0 0.0 0.0
C -1.062 -6.456 -2.492 0.0 -0.1 0.0
C -0.165 -5.915 -1.399 0.0 0.1 0.1
N -0.478 -4.483 -1.185 0.0 0.0 0.1
C -0.392 -3.776 -0.074 -0.1 0.3 0.1
S -1.330 -2.281 -0.018 0.0 -0.2 -0.1
N 0.307 -4.057 1.003 0.0 0.0 0.1
C 1.379 -5.058 1.186 0.1 0.2 -0.1
C 0.940 -6.218 2.058 0.0 0.0 0.0
H -0.857 -7.513 -2.648 0.0 0.0 0.0
H -0.878 -5.948 -3.439 0.0 0.0 0.0
H -2.113 -6.356 -2.226 0.0 0.0 0.0
H 0.887 -6.007 -1.671 0.0 0.0 0.0
H -0.329 -6.432 -0.455 0.0 0.0 0.0
H -0.948 -4.023 -1.952 0.0 0.0 0.0
H 0.098 -3.486 1.820 0.0 -0.1 0.0
H 2.200 -4.510 1.651 0.0 -0.1 0.0
H 1.725 -5.364 0.202 0.0 -0.1 0.1
H 0.619 -5.868 3.038 0.0 0.0 0.0
H 1.777 -6.898 2.205 0.0 0.0 0.0
H 0.119 -6.779 1.616 0.0 0.0 0.0
```
Positions in Å, forces in eV/Å.

Results
Energy relative to the best compared isomer or geometry (same formula, charge and spin), eV: 0.964
Total charge: +3
Molecular weight, g mol⁻¹: 1003.74
Maximum force, hartree/bohr: 0.0122
HOMO energy (spin up / spin down), eV: -14.9 / -15.8
Multiplicity: 5
<S²>: 6.0169